[1]
DFT (wB97M-V/def2-TZVPD) results for a gas-phase ion, C14H27N4O3 (charge +1).

Computed properties:
Net charge: +1
Maximum force, eV/Å: 6.3
SMILES: CNC(=O)[C@@H](CCCC[NH3+])NC(=O)[C@H]1CCCN1C(C)=O
ΔE to the lowest compared entry with this formula, charge and spin, kJ/mol: 191.5
HOMO level, eV: -12.3
Gap between HOMO and LUMO, eV: 10.163

Geometry as XYZ:
```
48
C14H27N4O3, DFT wB97M-V/def2-TZVPD
C -0.6849 4.6355 -1.3997
N 0.5267 3.9459 -0.9694
C 0.5084 2.7228 -0.3969
O -0.5860 2.2830 0.0646
C 1.8397 2.0744 0.0375
C 2.2590 2.4376 1.5057
C 1.1146 2.5236 2.6261
C 0.6250 1.1541 3.0757
C -0.7790 1.2022 3.4873
N -1.6744 1.3898 2.2918
N 1.7808 0.5585 -0.1287
C 1.2634 -0.0434 -1.1718
O 0.8256 0.6518 -2.1736
C 0.7670 -1.5402 -0.9889
C 1.8256 -2.4932 -0.4501
C 1.4807 -2.6653 1.0496
C -0.0222 -2.6170 0.9739
N -0.3961 -1.6299 -0.0411
C -1.6004 -0.9852 -0.1376
C -2.0492 -0.2983 -1.4129
O -2.2274 -0.8116 0.8887
H -1.2596 4.9411 -0.4713
H -0.4650 5.5762 -1.8230
H -1.3569 3.9813 -1.9785
H 1.4154 4.2195 -1.3168
H 2.6882 2.4049 -0.6546
H 2.8619 3.3766 1.5656
H 2.9157 1.6440 1.9220
H 1.3842 3.1266 3.5551
H 0.3055 3.0428 2.2424
H 1.3190 0.8943 3.8849
H 0.7610 0.3544 2.3289
H -0.9444 0.1497 3.7838
H -0.9178 1.8861 4.3396
H -1.2587 1.9683 1.6027
H -1.8858 0.4694 1.8036
H -2.6123 1.7805 2.5814
H 2.1344 -0.0364 0.5465
H 0.5896 -2.0124 -1.9091
H 1.8526 -3.4945 -0.8882
H 2.7941 -2.1067 -0.5709
H 1.9382 -3.6103 1.5128
H 1.7172 -1.7302 1.6601
H -0.4344 -2.3323 1.9741
H -0.3635 -3.5931 0.5458
H -1.5718 -0.6760 -2.3335
H -3.1580 -0.1595 -1.4017
H -1.7212 0.7279 -1.5060
```

[2]
DFT (wB97M-V/def2-TZVPD) results for a molecular structure, C51H45N4O3P2SiTl.

Computed properties:
Net charge: 0
Maximum force, eV/Å: 0.6
ΔE to the lowest compared entry with this formula, charge and spin, kJ/mol: 162.6
HOMO level, eV: -7.5
Gap between HOMO and LUMO, eV: 7.675

Geometry as XYZ:
```
107
C51H45N4O3P2SiTl, DFT wB97M-V/def2-TZVPD
Tl 0.1672 -0.3574 -0.1651
C 3.4994 -1.0283 -0.9330
Si 2.6279 -0.1727 0.4845
C 2.9966 -1.0530 2.0905
C 3.9965 -2.0313 2.1550
C 4.2091 -2.7474 3.3243
C 3.4054 -2.5084 4.4359
C 2.4163 -1.5371 4.3801
C 2.2218 -0.7903 3.2219
P 0.9759 0.5684 3.0332
C 1.3688 1.6487 4.4642
C 1.0676 1.3709 5.7975
C 1.4584 2.2399 6.8045
C 2.1560 3.4015 6.4937
C 2.4445 3.6985 5.1701
C 2.0407 2.8322 4.1618
C -0.5818 -0.2548 3.5185
C -1.6012 0.4396 4.1682
C -2.8287 -0.1636 4.4029
C -3.0628 -1.4634 3.9732
C -2.0630 -2.1547 3.3026
C -0.8335 -1.5544 3.0798
C 3.1777 1.6139 0.5639
C 4.3093 1.8614 1.3488
C 4.8679 3.1285 1.4234
C 4.2937 4.1715 0.7091
C 3.1693 3.9433 -0.0708
C 2.6035 2.6718 -0.1594
P 1.0893 2.3326 -1.1466
C 0.3524 3.9939 -1.2357
C -0.2387 4.4558 -0.0585
C -0.8113 5.7172 -0.0145
C -0.8131 6.5222 -1.1488
C -0.2412 6.0574 -2.3243
C 0.3421 4.7955 -2.3692
C 1.7905 2.0421 -2.8182
C 3.1562 2.0245 -3.0980
C 3.6142 1.7010 -4.3701
C 2.7143 1.3996 -5.3815
C 1.3503 1.4135 -5.1142
C 0.8944 1.7214 -3.8416
H 4.5414 -0.7017 -1.0015
H 3.4748 -2.1136 -0.8130
H 3.0125 -0.7836 -1.8802
H 4.6103 -2.2423 1.2873
H 4.9873 -3.4996 3.3661
H 3.5499 -3.0813 5.3434
H 1.7914 -1.3594 5.2467
H 0.5158 0.4740 6.0548
H 1.2147 2.0135 7.8353
H 2.4626 4.0766 7.2828
H 2.9728 4.6097 4.9170
H 2.2416 3.0771 3.1252
H -1.4382 1.4646 4.4820
H -3.6082 0.3872 4.9150
H -4.0203 -1.9338 4.1571
H -2.2445 -3.1599 2.9443
H -0.0603 -2.1037 2.5525
H 4.7462 1.0548 1.9295
H 5.7361 3.3028 2.0469
H 4.7205 5.1659 0.7565
H 2.7338 4.7683 -0.6229
H -0.2641 3.8072 0.8130
H -1.2651 6.0706 0.9032
H -1.2600 7.5079 -1.1157
H -0.2435 6.6778 -3.2120
H 0.7950 4.4459 -3.2895
H 3.8725 2.2628 -2.3214
H 4.6788 1.6881 -4.5688
H 3.0725 1.1534 -6.3733
H 0.6392 1.1692 -5.8935
H -0.1690 1.6969 -3.6283
O -2.5146 -2.0000 -3.2089
C -2.0174 -1.3327 -2.3020
N -0.7198 -0.9883 -2.1759
C 0.1820 -1.7485 -3.0106
C 0.7621 -2.9475 -2.2700
C 1.3478 -4.0113 -2.9500
C 1.8416 -5.0810 -2.2286
C 1.7490 -5.0665 -0.8415
C 1.1713 -3.9631 -0.2430
N 0.6902 -2.9321 -0.9416
C -2.8950 -0.8296 -1.1828
C -4.2265 -0.8286 -1.2352
C -5.1477 -0.2805 -0.2231
C -4.8124 0.3209 0.9231
C -3.3968 0.4037 1.4289
N -2.1654 -0.3986 -0.0317
H -0.3393 -2.1183 -3.8960
H 1.0057 -1.1125 -3.3549
H 1.3964 -3.9957 -4.0317
H 2.2925 -5.9227 -2.7394
H 2.1103 -5.8900 -0.2410
H 1.1015 -3.8865 0.8379
H -4.6554 -1.2407 -2.1409
H -6.1992 -0.3238 -0.4828
H -5.5965 0.7395 1.5448
H -3.3139 0.6784 2.4805
N -2.0904 2.0660 -1.8000
C -2.8361 2.0876 -0.5346
C -2.3177 1.0748 0.4844
O -2.7788 -0.8840 1.1758
O -1.1608 1.3510 1.0481
H -2.4243 2.8087 -2.4022
H -2.2571 1.1956 -2.2931
H -3.9102 1.9668 -0.6901
H -2.6743 3.0533 -0.0516
```

[3]
DFT (wB97M-V/def2-TZVPD) results for a molecular structure, C31H36BrF6KN8O6S2Se.

Computed properties:
Net charge: -2
Maximum force, eV/Å: 0.5
ΔE to the lowest compared entry with this formula, charge and spin, kJ/mol: 138.8
HOMO level, eV: -1.8
Gap between HOMO and LUMO, eV: 5.547

Geometry as XYZ:
```
92
C31H36BrF6KN8O6S2Se, DFT wB97M-V/def2-TZVPD
K -0.8439 1.6465 1.2324
O 3.1466 0.9234 -3.6029
C 3.7622 1.0718 -2.3888
C 5.1209 0.8030 -2.3102
C 5.7720 0.9008 -1.0871
C 5.0683 1.2671 0.0500
C 3.7124 1.5575 -0.0507
C 3.0435 1.4737 -1.2588
C 1.5526 1.8499 -1.3389
O 1.0327 2.2544 -0.1957
N 0.8828 0.6184 -1.9386
N -0.1971 0.8602 -2.6929
C -1.1207 -0.0196 -2.8285
C -2.0775 0.1853 -3.9120
Br -3.9123 -0.0882 -3.4100
C -1.8595 0.5343 -5.1831
C -0.6058 0.6044 -5.9512
C 0.6579 0.2124 -5.4944
C 1.7670 0.2760 -6.3220
C 1.6518 0.7319 -7.6286
C 0.4064 1.1143 -8.1036
C -0.7027 1.0463 -7.2756
H 2.1969 0.8279 -3.4126
H 5.6475 0.4905 -3.2040
H 6.8295 0.6697 -1.0256
H 5.5673 1.3191 1.0100
H 3.1263 1.8788 0.8014
H 1.4420 2.5669 -2.1837
H 0.8425 -0.1980 -1.3178
H -1.2060 -0.9180 -2.2137
H -2.7409 0.7434 -5.7799
H 0.7778 -0.1501 -4.4863
H 2.7288 -0.0231 -5.9248
H 2.5259 0.7877 -8.2657
H 0.2962 1.4682 -9.1219
H -1.6731 1.3439 -7.6573
C -6.4097 -1.2651 0.2950
N -5.5681 -0.3757 1.0798
C -6.0223 0.9993 1.0903
C -4.1856 -0.5678 1.0321
N -3.3218 0.3531 0.8783
N -3.8348 -1.8964 1.2655
C -2.4831 -2.3179 1.0407
N -1.7056 -2.3033 2.1770
N -2.1843 -2.7661 -0.1057
H -7.3811 -1.3847 0.7810
H -5.9311 -2.2354 0.2042
H -6.5791 -0.8676 -0.7148
H -7.0803 1.0130 1.3560
H -5.9102 1.4893 0.1123
H -5.4679 1.5727 1.8331
H -3.7615 1.2302 0.6148
H -4.2310 -2.2477 2.1267
H -1.8610 -1.5052 2.7787
H -0.7182 -2.5206 2.0089
H -1.1990 -3.0346 -0.1157
F -5.4279 4.4474 2.1541
C -4.3109 5.1021 2.4879
F -4.1293 6.0898 1.6101
F -4.4876 5.6410 3.6945
S -2.8440 3.9883 2.4654
O -2.7832 3.5251 1.1051
O -1.7525 4.7827 2.9481
N -3.3387 2.8820 3.4508
S -2.3983 2.0933 4.4326
O -1.4847 1.2055 3.7560
O -1.9131 2.8361 5.5538
C -3.6893 0.9569 5.1010
F -4.6672 1.6314 5.7118
F -3.1231 0.1432 5.9970
F -4.2312 0.2081 4.1416
C 6.2565 -2.8102 4.2648
C 5.0887 -2.7839 3.3130
C 4.9030 -3.7825 2.3691
C 3.8421 -3.7620 1.4662
C 3.7154 -4.8678 0.4586
C 2.9095 -2.7095 1.5007
Se 1.4829 -2.6358 0.2440
C 3.0854 -1.6962 2.4647
C 2.1301 -0.5439 2.5404
C 4.1643 -1.7469 3.3394
H 6.8129 -3.7450 4.1729
H 5.9327 -2.7175 5.3050
H 6.9544 -1.9904 4.0715
H 5.6112 -4.6067 2.3222
H 4.5155 -5.6016 0.5849
H 3.7469 -4.4679 -0.5572
H 2.7468 -5.3643 0.5495
H 1.1217 -0.8901 2.7827
H 2.0587 -0.0453 1.5708
H 2.4385 0.1803 3.2970
H 4.2811 -0.9456 4.0650
```